This record from OMol25 describes C8H32InO8 as an isolated structure at a distorted geometry. The level of theory is wB97M-V/def2-TZVPD.

XYZ file:
```
49
Properties=species:S:1:pos:R:3:forces:R:3
In -12.24400 -5.66000 -23.95100 0.492 -0.016 1.152
C -12.12600 -7.73700 -26.40600 -2.647 -0.395 0.450
O -11.52600 -6.58700 -25.86300 1.224 0.293 -0.734
H -12.44900 -8.41900 -25.64900 -0.107 -0.326 0.513
H -11.56200 -8.23600 -27.09900 2.342 -1.273 -1.264
H -12.95100 -7.46600 -27.02400 -1.146 0.436 -0.102
H -10.90800 -6.40000 -26.59300 0.114 1.000 0.846
C -12.37200 -2.85300 -22.11000 -1.062 4.346 1.898
O -12.91400 -3.95400 -22.72600 -0.405 -1.237 -1.382
H -13.23700 -2.36400 -21.54400 1.337 -0.413 -0.514
H -11.94400 -2.00700 -22.68300 -0.306 -0.841 -0.667
H -11.65500 -3.07700 -21.38200 1.058 -0.765 1.014
H -13.85100 -3.78700 -22.67300 -0.750 -0.553 -0.419
C -10.27900 -8.00300 -23.60700 3.210 -0.470 -0.753
O -11.60800 -7.73800 -23.33200 -1.380 -0.614 0.334
H -9.79200 -8.58700 -22.84400 -0.203 -0.591 0.292
H -9.64000 -7.16300 -23.70400 -0.046 1.395 0.465
H -10.12400 -8.42400 -24.57900 -0.314 -1.021 -0.504
H -11.92200 -8.66800 -23.21700 -0.894 1.248 0.111
C -14.58900 -7.37100 -21.84800 0.315 -3.148 2.095
O -13.73500 -6.32300 -22.10600 1.340 2.506 -0.497
H -14.62800 -8.11000 -22.69100 -0.672 1.057 0.583
H -15.46700 -6.96000 -21.35600 -0.820 -0.584 -0.876
H -14.08600 -7.94400 -21.01300 -0.704 -0.036 -0.790
H -13.70200 -5.83800 -21.25500 0.525 -0.003 -0.909
C -9.10600 -4.75100 -24.80900 -1.180 -2.296 -2.711
O -10.21500 -4.94300 -23.90000 1.152 0.588 1.356
H -8.13300 -5.08400 -24.51700 0.369 -0.102 1.204
H -9.09500 -3.76300 -25.16600 0.088 1.318 -0.319
H -9.35300 -5.45000 -25.65700 0.406 0.992 0.608
H -9.91700 -4.55700 -23.06200 -0.378 -0.404 0.316
C -11.05600 -6.67400 -20.39500 1.363 -0.258 -0.053
O -11.09600 -5.61400 -21.37700 0.449 0.767 0.886
H -10.52200 -6.43300 -19.45700 -0.211 0.329 -0.632
H -10.52800 -7.47300 -20.86100 0.221 -0.848 -0.069
H -12.03900 -6.93700 -20.17000 -1.567 -0.715 0.524
H -10.90600 -4.88600 -20.77400 -0.048 0.654 -0.625
C -14.99200 -5.17100 -25.58400 -1.485 1.627 -1.166
O -14.09400 -6.00000 -24.85300 -0.165 -0.140 -0.367
H -15.48500 -5.78500 -26.33300 -0.175 -0.040 0.074
H -14.57500 -4.32800 -26.11200 0.930 -0.118 0.007
H -15.70700 -4.70800 -24.91400 -0.332 -0.306 0.240
H -14.69600 -6.72900 -24.71800 0.343 -1.080 0.813
C -12.08600 -3.67000 -26.72200 0.195 0.277 -3.549
O -12.16800 -3.83400 -25.34600 -0.023 2.806 1.491
H -12.62600 -2.83300 -27.23000 0.151 -0.073 1.322
H -12.51100 -4.50400 -27.23900 -0.062 -0.898 -0.061
H -11.04600 -3.56200 -27.02000 0.162 -0.090 -0.132
H -11.86900 -2.90800 -25.06400 -0.706 -1.980 0.500
```
Positions in Å, forces in eV/Å.

Values from the calculation:
- Orbital gap: 10.111 eV
- Highest occupied orbital energy: -20.395 eV
- Net charge: +3


This record from OMol25 describes C19H26F5N6O13P2TaTe as an isolated structure at a distorted geometry. The level of theory is wB97M-V/def2-TZVPD.

XYZ file:
```
73
Properties=species:S:1:pos:R:3:forces:R:3
Ta 1.66248 -0.15309 0.19311 0.200 -0.307 0.248
N 2.41858 -0.48213 2.30198 0.022 0.106 -0.037
C 3.37899 -1.60352 2.37063 0.003 0.015 0.046
C 4.32350 -1.42864 1.19505 0.012 -0.049 0.033
O 5.46844 -1.84400 1.20968 0.002 0.007 -0.029
N 3.72803 -0.71448 0.21971 -0.338 0.251 0.042
C 4.52488 -0.19512 -0.86220 -0.052 -0.013 -0.027
C 3.85622 1.09277 -1.30660 0.120 -0.155 -0.038
O 4.28516 1.85521 -2.11947 -0.028 0.073 0.047
O 2.67534 1.27096 -0.67162 -0.192 -0.085 -0.352
H 2.92041 0.37114 2.54074 -0.011 0.002 0.015
H 1.65797 -0.52231 2.97752 -0.076 -0.091 -0.058
H 2.84191 -2.54461 2.27992 -0.013 0.008 0.009
H 3.94488 -1.59055 3.30042 0.003 -0.013 -0.002
H 4.54558 -0.85948 -1.73167 0.010 -0.028 0.026
H 5.55541 -0.01903 -0.55338 0.000 0.034 -0.007
N -1.05463 1.53291 -4.10544 0.084 -0.018 0.126
C -1.39328 0.22222 -3.40614 0.014 0.011 0.069
C -2.80858 -0.20424 -3.78171 -0.015 0.032 -0.010
P -1.36531 0.57927 -1.54713 0.043 -0.568 0.032
O -1.54831 2.16565 -1.59939 0.568 0.488 0.357
O -2.50779 -0.11421 -0.93485 0.093 0.134 -0.197
O 0.02642 0.30915 -1.01417 0.032 0.336 -0.091
P -0.05453 -0.85983 -4.09759 0.082 0.082 -0.238
O -0.79373 -1.28877 -5.45945 0.012 0.012 0.135
O 0.09144 -2.18943 -3.34256 -0.326 -0.163 0.091
O 1.10070 0.02792 -4.32216 -0.030 -0.040 0.034
H -1.36959 2.31053 -3.51298 -0.024 0.012 -0.087
H -1.46697 1.56474 -5.03669 -0.013 0.044 0.007
H -0.01750 1.53967 -4.20473 0.001 0.002 -0.022
H -3.54044 0.49827 -3.38215 -0.020 0.003 -0.013
H -3.01806 -1.17243 -3.33268 0.016 -0.001 0.005
H -2.91745 -0.29319 -4.86263 -0.007 0.014 0.006
H -0.74865 2.62057 -1.20200 -0.239 -0.119 -0.279
H -0.27538 -1.91567 -5.97896 0.026 -0.031 -0.049
N -0.22694 -0.69815 1.43484 0.009 0.019 0.082
C -1.22569 -1.28047 1.37653 -0.101 0.113 -0.141
N -2.32006 -1.97359 1.35149 0.084 -0.135 0.173
C -3.65342 -1.37471 1.25638 -0.087 -0.032 -0.004
C -4.55098 -2.08320 2.25289 0.023 0.020 0.025
O -4.54511 -3.48374 2.03449 0.009 -0.023 0.003
C -3.25027 -4.02952 2.21293 0.001 0.013 -0.015
C -2.26910 -3.43493 1.21914 -0.048 -0.002 0.004
H -4.02115 -1.50497 0.23738 0.018 -0.001 0.062
H -3.57881 -0.30758 1.45107 -0.025 -0.023 0.025
H -5.58126 -1.75141 2.13501 0.000 0.003 0.000
H -4.22150 -1.86448 3.27712 -0.010 -0.007 0.012
H -3.33465 -5.10438 2.06166 -0.008 -0.001 0.004
H -2.90255 -3.83977 3.23697 -0.005 -0.004 0.001
H -2.54596 -3.70468 0.19760 0.005 0.015 -0.012
H -1.25238 -3.77619 1.40365 0.007 0.005 0.006
O 0.80369 3.21829 -0.55874 -0.591 -0.197 -0.011
C 0.77637 2.99691 0.64214 0.412 0.215 -0.242
N 0.96140 1.77908 1.27696 0.052 -0.276 0.131
C 0.68540 1.97463 2.63817 -0.051 -0.040 -0.009
O 0.66488 1.13296 3.51243 0.078 -0.046 -0.011
C 0.41622 3.42348 2.87721 -0.003 0.017 -0.048
C 0.12727 4.11140 4.03565 0.001 0.030 0.054
C -0.05838 5.48712 3.92200 0.009 -0.040 0.008
C 0.03978 6.12764 2.68867 0.009 -0.011 -0.021
C 0.32214 5.41383 1.52678 -0.013 0.048 -0.019
C 0.50937 4.05498 1.65965 -0.109 -0.046 0.070
H 0.05267 3.60125 4.98671 -0.002 0.004 0.002
H -0.28137 6.07117 4.80521 -0.004 0.006 -0.001
H -0.10762 7.19835 2.63609 0.001 0.003 0.002
H 0.39555 5.89871 0.56252 0.002 -0.003 -0.001
F 2.35337 -3.17533 -3.38875 0.090 0.057 0.073
Te 1.31355 -2.82967 -1.88154 -0.141 -0.680 -0.891
F 1.47258 -2.14684 0.45806 0.014 0.223 0.427
F 2.69359 -3.69583 -0.99123 -0.171 0.017 0.266
F -0.35167 -2.69701 -0.99901 0.216 0.036 0.282
F 0.66425 -4.55752 -2.08354 -0.060 0.012 -0.288
O 1.90062 -1.14211 -1.68496 0.428 0.726 0.210
```
Positions in Å, forces in eV/Å.

Values from the calculation:
- Orbital gap: 8.110 eV
- Highest occupied orbital energy: -8.870 eV
- Net charge: 0


This record from OMol25 describes C21H27N4SbSe4SiY as an isolated structure at a distorted geometry. The level of theory is wB97M-V/def2-TZVPD.

XYZ file:
```
59
Properties=species:S:1:pos:R:3:forces:R:3
Y -0.31602 -0.86288 -0.00703 0.089 0.296 0.062
C -2.41539 -0.15662 2.08535 -0.076 0.092 0.257
N -1.13433 0.49537 1.75275 -0.351 0.473 0.687
C -1.33209 1.87850 1.28541 0.017 -0.023 0.244
C -2.15231 1.96802 0.03163 -0.063 0.056 -0.135
C -3.06433 2.99703 -0.15079 0.022 -0.012 -0.001
C -3.73274 3.07729 -1.36168 -0.009 0.010 0.007
C -3.46992 2.12859 -2.33314 0.006 -0.014 -0.016
C -2.56079 1.12102 -2.05434 0.036 -0.019 -0.043
N -1.91120 1.04332 -0.89575 -0.101 0.013 0.342
C -0.19131 0.48104 2.88276 -0.143 0.077 0.151
C 1.22032 0.67114 2.39706 -0.152 0.133 0.177
C 1.98309 1.77604 2.72829 0.075 -0.112 0.066
C 3.27464 1.84577 2.22578 0.067 0.041 -0.007
C 3.73663 0.82844 1.41484 0.040 -0.086 -0.057
C 2.88139 -0.21935 1.09933 0.014 -0.089 0.004
N 1.64950 -0.30168 1.59289 -0.087 0.243 0.092
C -2.25000 -1.61549 2.42285 -0.202 0.065 0.134
C -2.93356 -2.19077 3.48038 -0.056 0.006 -0.049
C -2.83084 -3.56100 3.66642 -0.004 -0.019 0.009
C -2.03876 -4.29480 2.80155 0.008 0.013 -0.018
C -1.36043 -3.63437 1.78945 -0.036 -0.067 -0.051
N -1.47590 -2.32167 1.59899 0.255 0.144 0.802
H -2.90737 0.36445 2.91831 -0.035 0.039 -0.043
H -3.05447 -0.10832 1.19478 -0.026 -0.013 0.032
H -1.79865 2.47588 2.08243 0.024 0.016 -0.017
H -0.34174 2.29917 1.07939 -0.021 -0.007 -0.004
H -3.23959 3.71612 0.63903 -0.001 -0.002 0.000
H -4.45114 3.86759 -1.53983 0.003 0.000 -0.002
H -3.96895 2.14676 -3.29148 0.003 -0.001 -0.001
H -2.33878 0.34905 -2.77738 -0.005 -0.014 0.005
H -0.46952 1.24460 3.62157 0.027 -0.004 0.018
H -0.25749 -0.49752 3.36055 -0.005 0.024 0.019
H 1.57999 2.55358 3.36441 -0.014 -0.010 -0.014
H 3.90482 2.69547 2.45630 0.008 -0.003 -0.006
H 4.72766 0.85780 0.98375 -0.002 -0.007 0.010
H 3.16113 -1.01522 0.41976 0.011 0.000 -0.021
H -3.54390 -1.57695 4.13018 -0.001 -0.005 0.003
H -3.36069 -4.04506 4.47712 -0.005 -0.001 -0.002
H -1.93338 -5.36568 2.90272 0.000 -0.002 0.007
H -0.70421 -4.14114 1.09130 0.002 0.002 -0.004
Se -1.00217 -3.53547 -4.24585 0.021 -0.022 -0.009
Sb -0.95162 -2.16895 -2.27227 -0.363 -1.390 -2.363
Se 1.15902 0.80587 -1.55495 0.690 1.373 -0.423
Se 1.06584 -2.97142 -0.61542 0.136 -1.086 -0.289
Se -3.15958 -2.22628 -1.04735 0.269 0.034 0.296
C 1.99328 -0.20878 -4.67970 -0.052 0.033 0.051
Si 2.75745 0.35478 -3.06111 0.089 -0.243 0.105
C 3.75576 1.93005 -3.36527 -0.092 -0.032 0.030
C 3.94043 -0.97850 -2.44832 -0.080 0.066 -0.015
H 2.67853 -0.05898 -5.51956 0.028 -0.026 0.014
H 1.07571 0.34820 -4.87871 0.025 0.040 -0.024
H 1.71718 -1.26503 -4.64184 -0.014 -0.021 0.037
H 4.58802 1.74996 -4.05230 -0.013 -0.024 -0.007
H 4.15740 2.30947 -2.42288 0.008 -0.013 -0.002
H 3.11838 2.70807 -3.78993 -0.005 0.014 -0.012
H 4.62738 -0.58102 -1.69516 -0.012 -0.009 0.024
H 4.53753 -1.38828 -3.26743 0.020 0.030 -0.029
H 3.36207 -1.79718 -2.00790 0.034 0.044 -0.021
```
Positions in Å, forces in eV/Å.

Values from the calculation:
- Orbital gap: 4.893 eV
- Highest occupied orbital energy: -2.890 eV
- Net charge: -1


This record from OMol25 describes one molecule with the formula C5H8FNS at a distorted geometry. The level of theory is wB97M-V/def2-TZVPD.

XYZ file:
```
16
Properties=species:S:1:pos:R:3:forces:R:3
C 0.36820 1.65038 -0.73472 0.269 0.353 1.994
C 0.79298 0.26181 -0.32703 -1.814 -0.421 -2.164
C 0.20212 -1.07944 1.25474 0.220 -0.514 1.818
C -0.39537 -0.92965 -0.16272 3.535 -1.851 -1.489
C -1.74252 -0.71807 -0.56970 -3.095 3.021 -0.700
H 0.55721 1.78045 -1.75405 -0.743 0.473 -1.873
H 1.02650 2.42431 -0.25042 -0.382 -0.874 -0.109
H -0.64906 1.82027 -0.27023 0.907 0.061 -1.191
H 1.64697 -0.19824 -0.96777 -1.329 0.551 1.106
H 1.74120 0.39520 1.38133 1.262 0.061 1.263
H 0.86775 -1.99746 1.47599 -0.751 1.228 -1.241
H -0.40420 -1.03908 2.17614 -0.572 -0.068 -0.764
H -2.08057 -0.70921 -1.65704 1.229 -0.964 1.258
N 0.83099 0.21507 1.06122 0.796 -0.324 1.762
F 0.06665 -2.01696 -0.97042 -0.154 0.078 0.298
S -2.82884 0.14062 0.31466 0.622 -0.810 0.031
```
Positions in Å, forces in eV/Å.

Values from the calculation:
- Orbital gap: 8.185 eV
- Highest occupied orbital energy: -8.961 eV
- Structure (SMILES): C[C@H]1NC[C@@]1(F)C=S
- Net charge: 0


| no. | calculated total energy (eV) |
| --- | --- |
| 1 | -30336.872 |
| 2 | -96705.203 |
| 3 | -305026.958 |
| 4 | -20354.548 |